12
Properties=species:S:1:pos:R:3:forces:R:3:mulliken_charge:R:1 method="wB97M-V/def2-TZVPD" charge=0 orbital_gap_ev=5.38 e_above_lowest_kcal_mol=227.0
N 0.083793 0.585825 -1.712648 1.306 -1.132 0.976 -0.6842
C 0.004508 0.062956 -0.249577 -2.646 0.384 1.356 0.4017
C -1.452770 0.450665 0.170943 -0.557 -1.795 1.948 -1.0780
C 0.734359 -1.257648 1.337889 1.744 2.545 -4.014 -0.6185
C 0.949749 0.037385 0.877825 -0.351 -1.282 -1.328 -0.0817
H -0.023706 -0.745237 -1.024147 -0.472 -1.396 -0.335 0.2038
H 0.971003 0.256298 -2.102581 0.357 0.484 -0.113 0.1904
H -1.709016 1.147202 -0.577572 -0.980 0.671 -0.757 0.4223
H -2.280315 -0.456955 0.262856 2.418 2.252 -0.366 0.2338
H 0.996147 -2.056603 0.540375 -0.858 0.576 1.739 0.3081
H -1.456482 0.995195 1.162649 0.035 -0.729 -0.919 0.2868
H 1.500741 0.999170 0.904475 0.001 -0.578 1.813 0.4155

***

10
Properties=species:S:1:pos:R:3:forces:R:3:mulliken_charge:R:1 method="wB97M-V/def2-TZVPD" charge=0 orbital_gap_ev=10.48 e_above_lowest_kcal_mol=77.4
H -1.200856 -0.296840 2.119525 -0.390 0.101 0.017 0.2347
N -0.800360 0.576130 1.786564 -0.285 -0.088 -0.271 -0.6346
C -0.589905 0.497231 0.547616 0.057 -0.134 0.478 0.4902
C -0.618257 -0.632364 -0.419203 0.190 -0.031 -0.017 -0.1992
C 0.534182 -0.491532 -1.067151 -0.146 -0.073 0.002 -0.4017
N 1.156816 0.759862 -0.744631 0.117 -0.084 -0.253 -0.2740
O 0.129237 1.492877 -0.073376 -0.023 0.066 0.291 -0.2896
H -1.356250 -1.418802 -0.489730 0.191 0.063 0.133 0.4074
H 1.054877 -1.156834 -1.743669 -0.115 0.107 0.001 0.3675
H 1.795281 0.583442 0.039043 0.404 0.075 -0.380 0.2992

***

55
Properties=species:S:1:pos:R:3:forces:R:3:mulliken_charge:R:1 method="wB97M-V/def2-TZVPD" charge=+1 orbital_gap_ev=7.71
C 1.824533 -2.169150 5.423578 0.256 -0.659 0.013 -1.2045
C 1.278554 -2.663436 4.092527 -2.053 -0.600 -0.141 0.5207
O 0.114969 -3.006832 4.021434 1.497 0.665 -0.103 -0.5046
N 2.076305 -2.687980 2.870904 1.152 0.797 1.102 0.1236
C 3.452673 -3.204408 3.059446 -0.057 -0.595 -0.337 -0.9145
C 1.992581 -1.453873 2.167304 -0.639 -0.738 -0.359 -0.4989
C 2.608441 -1.497358 0.786139 0.623 -0.089 -0.349 -0.6455
O 2.332721 -0.359901 -0.012158 -0.114 0.039 0.263 -0.3333
C 1.957467 0.801703 0.693149 0.417 -0.485 0.174 -1.0197
C 2.632264 0.973112 2.064263 -0.316 0.954 -0.058 0.2001
P 4.308880 1.730141 2.045745 1.238 -0.223 -0.125 0.8005
O 5.323695 0.682224 2.049757 -0.226 -0.805 0.425 -0.6611
O 4.435485 2.737984 0.837522 -0.855 0.002 0.153 -0.4987
O 4.363586 2.668856 3.318392 -0.469 0.015 -0.399 -0.5119
N 2.665725 -0.282125 2.894775 0.064 0.413 0.035 0.0092
H 1.593910 -1.119670 5.603745 -0.042 0.137 -0.187 0.3673
H 1.295251 -2.721336 6.191915 -0.148 -0.005 0.106 0.3442
H 2.881848 -2.351751 5.587688 0.123 0.227 -0.122 0.3661
H 3.518082 -4.163841 2.554986 0.097 -0.084 -0.087 0.3265
H 3.707803 -3.391204 4.097027 -0.143 0.090 0.126 0.3372
H 4.229484 -2.570378 2.637419 -0.026 0.184 -0.003 0.3725
H 0.934717 -1.200547 2.119925 -0.059 0.239 -0.095 0.3954
H 3.696734 -1.582095 0.862856 0.087 -0.010 0.180 0.3144
H 2.281600 -2.386270 0.257120 -0.337 -0.045 0.006 0.3867
H 2.256641 1.638239 0.083856 -0.015 0.220 -0.124 0.6824
H 0.880487 0.893373 0.796644 -0.185 -0.285 0.095 0.2325
H 2.009471 1.685227 2.604071 -0.146 0.028 0.039 0.4436
H 4.368675 2.277512 -0.009814 0.245 0.172 -0.241 0.3634
H 3.790397 3.438541 3.192879 0.172 0.318 0.317 0.3526
H 3.651835 -0.483952 3.116053 0.043 -0.236 -0.201 0.5318
H 2.180056 -0.119444 3.774765 0.087 -0.018 0.078 0.3365
F 0.584535 2.802658 -0.422932 -0.262 0.357 -0.182 -0.3254
C -0.343388 2.672796 -1.420327 -0.252 0.009 -0.272 0.6483
C -1.601135 3.204401 -1.233527 -0.015 0.117 0.279 -0.5180
C -2.537488 3.073778 -2.248410 0.085 -0.077 -0.072 -0.4510
C -2.205349 2.409614 -3.421158 0.089 0.006 -0.071 -0.5960
C -0.933787 1.878413 -3.583892 -0.097 0.074 0.090 -0.5983
C 0.012006 2.013578 -2.576812 0.283 -0.118 0.053 -0.2797
H -1.841278 3.712855 -0.308693 0.022 0.021 -0.017 0.4037
H -3.527232 3.490194 -2.124320 -0.013 -0.018 0.020 0.4043
H -2.937635 2.307503 -4.206703 -0.003 0.004 -0.012 0.4887
H -0.675876 1.357614 -4.495684 0.028 0.010 -0.007 0.3857
H 1.012213 1.613549 -2.687983 -0.011 0.002 0.001 0.4140
F -5.072812 1.602630 -3.534668 -0.126 0.015 0.018 -0.2766
C -5.441154 0.352848 -3.896684 -0.083 -0.257 -0.065 0.4406
C -4.924014 -0.722351 -3.204021 0.162 0.031 0.183 -0.2816
C -5.305668 -2.003761 -3.574215 -0.070 0.057 -0.110 -0.3647
C -6.185826 -2.190619 -4.630931 -0.011 -0.068 -0.012 -0.5532
C -6.690347 -1.094397 -5.316860 0.078 -0.054 0.099 -0.3475
C -6.320952 0.190273 -4.946466 -0.073 0.193 -0.124 -0.5346
H -4.233439 -0.553833 -2.387918 -0.018 0.034 0.000 0.4268
H -4.915178 -2.857310 -3.036901 0.018 0.006 0.011 0.3488
H -6.478604 -3.191017 -4.919367 -0.005 0.002 -0.003 0.3729
H -7.373312 -1.238923 -6.142617 -0.017 0.021 0.001 0.3627
H -6.709148 1.058147 -5.462820 0.021 0.010 0.014 0.4156

***

110
Properties=species:S:1:pos:R:3:forces:R:3:mulliken_charge:R:1 method="wB97M-V/def2-TZVPD" charge=+1 orbital_gap_ev=7.42 e_above_lowest_kcal_mol=0.0
Sc 0.207561 -0.002631 -0.152720 -0.423 -0.006 -0.285 0.4370
C -1.371983 4.032022 -1.133307 -0.046 0.068 -0.034 -0.7718
C -1.049265 4.834359 -0.040903 0.040 -0.096 0.061 -0.6421
C -0.565381 4.236615 1.098062 -0.011 -0.079 -0.028 -0.5173
C -0.406816 2.841853 1.153042 -0.201 0.002 -0.291 0.0331
N -0.641316 2.078468 0.052619 0.151 0.131 0.418 0.3114
C -1.136572 2.682464 -1.049132 0.019 -0.042 -0.152 -0.8913
N -0.044505 2.346388 2.380821 0.186 -0.069 0.385 -0.3207
C 0.059021 1.105421 2.712704 -0.168 0.298 -0.197 -0.4152
N -0.050312 -0.012960 1.916938 -0.138 -0.018 0.645 0.0079
C 0.156224 -1.126917 2.702522 -0.149 -0.293 -0.171 -0.4605
N 0.136918 -2.368496 2.364551 0.157 0.069 0.381 -0.3107
C -0.189347 -2.883387 1.136485 -0.160 -0.025 -0.293 0.2499
C -0.375174 -4.276052 1.110830 -0.004 0.078 -0.030 -0.5609
C -0.814138 -4.897431 -0.032833 0.035 0.088 0.041 -0.8067
C -1.033123 -4.126417 -1.172205 -0.048 -0.054 -0.006 -1.0432
C -0.768272 -2.781129 -1.114595 0.023 0.006 -0.096 -0.2543
N -0.357552 -2.147393 0.005676 0.029 -0.243 0.418 0.2674
C 0.381347 -0.701653 4.095360 0.067 0.438 0.124 0.3893
C 0.579863 -1.416319 5.258631 0.016 -0.130 -0.046 -0.0198
C 0.739915 -0.695490 6.437397 0.014 -0.048 -0.017 -0.7907
C 0.689310 0.695625 6.442162 0.007 0.053 -0.022 -0.7112
C 0.470881 1.409965 5.268824 0.009 0.131 -0.031 -0.2166
C 0.322819 0.689519 4.101479 0.094 -0.445 0.103 0.2107
H -1.783577 4.454882 -2.038705 0.023 -0.049 -0.025 0.5086
H -1.186445 5.906773 -0.082312 -0.005 0.000 0.005 0.4370
H -0.315126 4.797163 1.986148 -0.032 0.007 0.010 0.5548
H -1.326406 2.039919 -1.900839 0.023 -0.015 0.003 1.0320
H -0.182094 -4.815645 2.025570 -0.041 -0.003 0.015 0.5610
H -0.986401 -5.965445 -0.046600 0.003 -0.001 0.004 0.4305
H -1.390969 -4.569048 -2.090632 0.020 0.042 0.002 0.5983
H -0.857863 -2.168994 -2.001703 -0.033 0.019 -0.013 0.6154
H 0.600927 -2.498166 5.247078 0.017 0.006 0.002 0.5474
H 0.900480 -1.224453 7.367528 -0.003 0.009 0.004 0.4507
H 0.815975 1.229212 7.374849 -0.015 -0.012 0.006 0.4483
H 0.408923 2.490389 5.264642 0.011 -0.007 0.003 0.5812
O 2.196947 0.003735 0.035885 0.083 0.047 0.318 -0.5870
S 3.188258 0.212709 -1.107612 1.051 0.410 -0.194 1.0081
C 4.778344 -0.422361 -0.406857 -0.212 -0.160 0.003 -1.6299
C 4.661988 -0.730045 1.055157 0.081 -0.046 0.144 0.3850
C 5.309791 0.054224 2.002881 0.031 -0.046 -0.038 -0.2964
C 5.204966 -0.250812 3.351683 -0.023 -0.040 0.013 -0.7799
C 4.441775 -1.333195 3.763297 0.028 0.027 0.033 -0.5547
C 3.782850 -2.113947 2.823508 -0.032 -0.051 -0.042 -0.5758
C 3.897496 -1.816415 1.475992 0.053 0.001 -0.007 -0.0436
C 3.564407 1.996870 -1.050641 -0.154 -0.155 0.025 -1.1528
C 4.124328 2.531280 0.231286 -0.018 0.077 0.070 0.0676
C 5.410062 3.064150 0.253334 -0.018 -0.051 -0.048 -0.3937
C 5.917274 3.623782 1.416857 0.032 0.018 0.017 -0.7967
C 5.143523 3.649311 2.567903 0.011 0.028 0.016 -0.5228
C 3.866037 3.105830 2.557265 -0.042 0.008 -0.009 -0.8382
C 3.356883 2.555124 1.393644 0.009 0.040 -0.098 0.4029
H 5.536774 0.332322 -0.611301 -0.012 -0.012 -0.034 0.5628
H 4.995947 -1.318943 -0.987522 -0.008 0.026 -0.024 0.6586
H 5.898166 0.908471 1.688564 -0.013 -0.068 0.025 0.6358
H 5.720002 0.360083 4.081475 0.010 0.000 -0.005 0.4371
H 4.370953 -1.578275 4.815090 -0.034 0.026 0.005 0.4326
H 3.183658 -2.958574 3.138608 -0.008 0.010 -0.003 0.3690
H 3.389470 -2.431428 0.740663 0.003 -0.024 0.029 0.3393
H 2.608669 2.462774 -1.298545 -0.027 0.001 -0.119 -0.1889
H 4.256585 2.152673 -1.879109 -0.062 0.007 -0.104 0.8021
H 6.016197 3.049730 -0.646181 -0.014 0.034 -0.004 0.4079
H 6.913436 4.046217 1.421706 -0.006 0.006 -0.005 0.4114
H 5.529506 4.109357 3.468174 0.019 -0.044 0.010 0.4362
H 3.258126 3.118173 3.453097 -0.005 -0.001 -0.012 0.5272
H 2.361516 2.135903 1.385802 -0.045 0.055 0.067 0.3764
C 0.824651 3.178497 -4.068792 -0.023 -0.234 -0.047 -0.8145
C 1.488684 2.128447 -4.962336 0.067 0.244 -0.261 1.7222
C 2.983331 2.402488 -5.105294 -0.137 -0.136 0.042 -1.5279
C 0.834197 2.125466 -6.341192 -0.006 -0.080 0.123 -1.7651
O 1.375940 0.820755 -4.385534 -0.012 -0.044 0.169 0.4398
Si 0.133124 0.061670 -3.644843 -0.009 -0.057 -0.416 -3.0995
O 0.327200 0.113803 -2.036254 -0.202 -0.047 -0.836 3.3063
O 0.054763 -1.490076 -4.164014 0.129 0.106 0.102 0.1009
C 1.067801 -2.399480 -4.631604 0.093 -0.299 -0.143 1.6152
C 2.293180 -2.353928 -3.720747 -0.218 0.205 -0.015 -1.1776
C 1.456037 -2.045925 -6.066623 -0.173 0.116 0.189 -1.7548
C 0.436772 -3.787429 -4.597145 -0.057 0.139 0.048 -1.6619
O -1.271715 0.802752 -4.018420 0.052 -0.004 0.010 1.0179
C -2.552674 0.342611 -4.474889 -0.318 -0.021 -0.059 1.5396
C -3.084134 -0.735918 -3.531285 0.232 0.049 -0.061 -1.2852
C -2.439413 -0.205496 -5.895322 0.152 0.079 0.142 -1.6091
C -3.458960 1.568532 -4.450447 0.151 -0.027 0.050 -1.7201
H 1.153631 4.182081 -4.337956 -0.011 0.002 -0.005 0.6155
H 1.077606 2.987347 -3.025288 0.082 0.082 0.089 -0.0956
H -0.260057 3.120363 -4.166918 0.010 0.032 0.040 -0.0224
H 3.153835 3.400101 -5.509786 0.021 -0.005 0.007 0.4294
H 3.433074 1.670508 -5.777329 0.012 -0.001 0.016 0.3573
H 3.474573 2.319912 -4.135670 0.030 0.066 0.054 0.0724
H 0.912679 3.113472 -6.796643 -0.009 -0.008 -0.033 0.5366
H -0.219699 1.860684 -6.250044 0.016 0.049 -0.019 0.0852
H 1.321920 1.397434 -6.990718 0.002 0.018 -0.016 0.3200
H 2.794089 -1.392113 -3.836061 0.095 0.019 0.034 0.0133
H 2.987297 -3.154274 -3.978172 0.012 0.016 0.017 0.6201
H 1.984260 -2.463886 -2.677042 0.032 -0.084 -0.006 0.0508
H 1.854826 -1.033775 -6.101842 0.046 0.037 -0.043 0.0818
H 0.578295 -2.098675 -6.712842 0.026 -0.015 -0.024 0.3476
H 2.209802 -2.740592 -6.438490 -0.008 0.000 -0.001 0.5532
H 0.257380 -4.101626 -3.567734 0.051 -0.010 -0.051 0.2441
H 1.092016 -4.512819 -5.079198 -0.004 -0.031 0.031 0.4333
H -0.516897 -3.770295 -5.126655 0.013 -0.024 -0.031 0.3113
H -2.503930 -1.651979 -3.657205 -0.039 -0.022 0.042 0.0249
H -4.129720 -0.951433 -3.748623 -0.012 -0.022 0.018 0.6574
H -2.999992 -0.402951 -2.493360 -0.078 0.022 -0.005 0.1302
H -1.733630 -1.035026 -5.912095 -0.014 -0.040 -0.048 0.1184
H -2.082924 0.570997 -6.574029 -0.046 -0.021 -0.013 0.3488
H -3.409696 -0.558474 -6.245379 -0.008 0.013 -0.002 0.5383
H -3.533038 1.962701 -3.434583 -0.045 -0.011 -0.001 0.3154
H -4.458310 1.317447 -4.805119 -0.007 0.011 0.004 0.3979
H -3.042596 2.347102 -5.091372 -0.029 0.005 -0.016 0.3504

***

14
Properties=species:S:1:pos:R:3:forces:R:3:mulliken_charge:R:1 method="wB97M-V/def2-TZVPD" charge=0 orbital_gap_ev=9.38 smiles="C=NC.NN" e_above_lowest_kcal_mol=81.4
C -1.807848 -1.215252 -0.659454 0.479 -1.063 0.450 -0.2696
N -1.814614 0.026407 -0.544379 1.659 1.565 2.465 -0.3782
C -0.995693 0.689160 0.691093 -2.425 0.956 -1.893 -0.9337
H -2.374501 -1.677750 -1.468939 0.069 0.028 0.064 0.2679
H -1.233099 -1.869806 0.023197 -0.343 0.006 -0.321 0.2596
H -0.437845 1.489176 0.205647 0.415 -0.330 0.141 0.3434
H -0.438992 0.249133 1.534651 -0.094 -0.893 -0.846 0.3525
H -1.799817 1.243797 1.166277 -0.256 0.003 0.200 0.3430
N 1.490765 -0.387942 -0.503207 -3.043 -1.529 2.209 -0.5731
N 2.223185 0.593883 0.232817 0.223 1.014 0.415 -0.3816
H 0.591929 -0.589861 0.193272 3.144 0.388 -2.541 0.2340
H 0.998896 0.081185 -1.255127 0.140 0.217 -0.130 0.3084
H 2.671208 1.252430 -0.406988 0.006 -0.493 0.299 0.1990
H 2.926424 0.115439 0.791139 0.025 0.130 -0.513 0.2283